1.
A 6-piece molecular cluster, C37H51BF2N6O11S overall at a distorted geometry, computed with the ωB97M-V functional and the def2-TZVPD basis.

## Properties
HOMO: -8.053 eV
Energy: -87608.0991 eV
LUMO energy: -0.65 eV
Structure (SMILES): C#CCCCc1cc2c(c(S)c1CB(O)O)C(=O)c1c(cccc1N(C(=O)F)C(=O)F)C2=O.CNC(C)=O.CNC(C)=O.CNC(C)=O.CNC(C)=O.CNC(C)=O
Frontier orbital gap: 7.40 eV
Maximum force: 1.7 eV/Å

```
! wB97M-V def2-TZVPD RIJCOSX def2/J DEFGRID3
* xyz 0 1
C -2.55 -1.44 -3.73
C -2.09 -2.49 -3.36
C -1.47 -3.82 -3.00
C -2.48 -4.78 -2.28
C -2.03 -5.21 -0.84
C -1.48 -4.03 -0.04
C -0.08 -3.87 0.14
C 0.46 -2.77 0.84
C -0.36 -1.74 1.40
C -1.77 -1.92 1.26
S -2.97 -0.77 1.96
C -2.33 -3.04 0.55
C -3.86 -3.18 0.42
B -4.51 -2.25 -0.73
O -5.70 -2.70 -1.35
O -4.01 -1.01 -1.11
C 0.26 -0.54 2.11
O -0.35 0.42 2.49
C 1.80 -0.57 2.28
C 2.62 -1.61 1.74
C 4.02 -1.64 1.89
C 4.72 -0.62 2.58
C 3.93 0.44 3.10
C 2.51 0.46 2.96
N 1.82 1.63 3.54
C 2.18 1.87 4.89
O 3.12 2.47 5.30
F 1.29 1.38 5.80
C 1.94 2.80 2.73
O 1.04 3.57 2.62
F 3.09 3.05 2.05
C 1.99 -2.75 0.95
O 2.69 -3.59 0.44
H -2.89 -0.50 -4.15
H -0.52 -3.64 -2.46
H -1.18 -4.29 -3.97
H -2.58 -5.68 -2.93
H -3.49 -4.32 -2.27
H -1.22 -5.95 -0.97
H -2.92 -5.68 -0.37
H 0.58 -4.64 -0.29
H -2.48 0.43 1.51
H -4.17 -4.23 0.24
H -4.37 -2.88 1.37
H -5.45 -3.23 -2.12
H -3.10 -1.17 -1.42
H 4.63 -2.46 1.48
H 5.82 -0.61 2.71
H 4.48 1.24 3.62
C -7.67 -0.39 -7.07
N -6.73 -1.32 -6.48
C -6.19 -1.29 -5.23
C -6.59 -0.16 -4.31
O -5.42 -2.16 -4.87
H -8.57 -0.93 -7.36
H -7.21 0.03 -7.97
H -7.93 0.41 -6.39
H -6.42 -2.11 -7.03
H -6.08 -0.27 -3.36
H -6.30 0.80 -4.75
H -7.67 -0.18 -4.14
C 10.29 2.08 2.64
N 9.28 1.28 3.32
C 8.09 0.86 2.84
C 7.72 1.25 1.43
O 7.35 0.19 3.55
H 11.22 1.51 2.61
H 10.46 2.99 3.21
H 9.99 2.34 1.63
H 9.47 0.99 4.27
H 6.74 0.84 1.19
H 7.68 2.34 1.34
H 8.44 0.84 0.72
C 4.27 0.98 -2.34
N 3.27 0.19 -1.65
C 2.06 -0.22 -2.12
C 1.67 0.17 -3.52
O 1.32 -0.88 -1.40
H 5.20 0.40 -2.39
H 4.46 1.89 -1.77
H 3.96 1.24 -3.35
H 3.46 -0.10 -0.71
H 0.68 -0.23 -3.75
H 1.63 1.26 -3.61
H 2.38 -0.24 -4.24
C -0.56 5.68 -3.51
N -0.60 4.25 -3.28
C -0.85 3.26 -4.18
C -1.12 3.67 -5.61
O -0.84 2.09 -3.83
H 0.43 6.06 -3.23
H -1.30 6.16 -2.87
H -0.76 5.94 -4.54
H -0.42 3.91 -2.35
H -1.30 2.77 -6.20
H -2.01 4.30 -5.66
H -0.27 4.19 -6.03
C -1.24 2.26 8.22
N -2.26 1.42 8.83
C -3.42 0.97 8.29
C -3.73 1.37 6.87
O -4.17 0.26 8.95
H -0.30 1.72 8.22
H -1.14 3.17 8.82
H -1.50 2.53 7.20
H -2.11 1.11 9.78
H -4.68 0.93 6.58
H -3.81 2.45 6.79
H -2.96 0.99 6.19
*
```

Atom charges from the Mulliken analysis, given in e for atoms 1 to 2: atom 1 (C): -0.0716, atom 2 (C): -0.4277

***

2.
C37H51BI2N10OS3Ti as an isolated structure at a distorted geometry, computed with the ωB97M-V functional and the def2-TZVPD basis.

## Properties
HOMO (alpha / beta): -4.727 / -7.041 eV
Energy: -128650.9141 eV
LUMO energy (alpha / beta): 0.40 / 0.40 eV
<S²>: 2.018
Frontier orbital gap (alpha / beta): 5.13 / 7.44 eV
Maximum force: 2.6 eV/Å
ΔE to the lowest compared entry with this formula, charge and spin: 0.0 kcal per mole

```
! wB97M-V def2-TZVPD RIJCOSX def2/J DEFGRID3
* xyz 0 3
Ti 0.26 0.85 0.64
I 0.58 6.20 5.93
C 0.08 4.68 4.59
C -1.09 4.77 3.85
C -1.39 3.76 2.96
I -3.13 3.88 1.82
C -0.56 2.64 2.78
O -0.89 1.67 1.95
C 0.62 2.58 3.54
C 1.51 1.36 3.48
N 1.91 0.96 2.11
C 2.93 1.83 1.48
C 2.24 2.98 0.78
C 2.79 4.23 0.64
C 2.07 5.22 -0.03
C 0.79 4.93 -0.46
C 0.28 3.66 -0.26
N 1.01 2.66 0.31
C 0.93 3.60 4.43
H -1.75 5.62 3.96
H 2.40 1.55 4.08
H 0.97 0.51 3.90
H 2.25 0.01 2.14
H 3.65 2.21 2.21
H 3.46 1.23 0.74
H 3.77 4.43 1.04
H 2.50 6.21 -0.17
H 0.17 5.68 -0.94
H -0.73 3.40 -0.55
H 1.84 3.53 5.01
C -2.58 1.02 -5.47
C -2.45 1.18 -3.96
C -3.85 1.19 -3.36
C -1.71 2.49 -3.66
N -1.68 0.01 -3.42
C -1.10 -0.97 -4.21
C -0.63 -1.92 -3.38
N -0.90 -1.54 -2.08
B -1.03 -2.69 -1.01
N 0.33 -3.18 -0.41
C 0.37 -4.48 0.04
C 1.59 -4.70 0.57
N 2.30 -3.51 0.46
C 1.50 -2.58 -0.13
S 1.93 -0.96 -0.52
C 3.72 -3.36 0.89
C 4.18 -4.64 1.58
C 4.59 -3.13 -0.35
C 3.86 -2.20 1.88
N -2.07 -2.38 0.09
C -3.41 -2.62 -0.16
C -4.10 -2.30 0.95
N -3.18 -1.86 1.89
C -1.94 -1.90 1.34
S -0.45 -1.45 2.06
C -3.53 -1.48 3.30
C -3.12 -0.03 3.56
C -5.05 -1.59 3.47
C -2.86 -2.45 4.26
C -1.51 -0.33 -2.11
S -1.92 0.62 -0.74
H -3.19 1.85 -5.85
H -3.08 0.09 -5.74
H -1.61 1.07 -5.98
H -4.44 1.96 -3.87
H -3.83 1.41 -2.30
H -4.34 0.23 -3.51
H -2.36 3.33 -3.92
H -0.80 2.55 -4.25
H -1.45 2.55 -2.61
H -1.08 -0.93 -5.28
H -0.14 -2.85 -3.60
H -1.46 -3.64 -1.62
H -0.47 -5.14 -0.06
H 1.99 -5.59 1.01
H 4.16 -5.50 0.91
H 3.57 -4.86 2.46
H 5.21 -4.49 1.91
H 4.50 -3.97 -1.04
H 5.63 -3.04 -0.05
H 4.29 -2.22 -0.87
H 3.10 -2.27 2.65
H 3.78 -1.24 1.37
H 4.85 -2.26 2.35
H -3.76 -2.98 -1.11
H -5.15 -2.34 1.13
H -3.53 0.63 2.81
H -2.04 0.08 3.54
H -3.49 0.27 4.55
H -5.58 -0.90 2.81
H -5.28 -1.32 4.50
H -5.41 -2.60 3.30
H -1.78 -2.42 4.15
H -3.20 -3.47 4.08
H -3.11 -2.17 5.29
C 2.13 1.36 -5.57
N 2.06 0.53 -4.37
C 2.75 -0.74 -4.35
C 1.53 1.02 -3.26
N 1.05 1.42 -2.29
H 3.17 1.50 -5.87
H 1.69 2.33 -5.37
H 1.60 0.89 -6.39
H 2.29 -1.43 -5.07
H 2.68 -1.17 -3.35
H 3.80 -0.61 -4.61
*
```

Atom charges from the Mulliken analysis, given in e for atoms 1 to 2: atom 1 (Ti): 0.1845, atom 2 (I): 0.0278

***

3.
C37H51BrKN5OSb2 as an isolated structure, computed with the ωB97M-V functional and the def2-TZVPD basis.

## Properties
HOMO: -7.245 eV
Energy: -148138.0695 eV
LUMO energy: 0.07 eV
Frontier orbital gap: 7.32 eV
Maximum force: 0.6 eV/Å
ΔE to the lowest compared entry with this formula, charge and spin: 7.6 kcal per mole

```
! wB97M-V def2-TZVPD RIJCOSX def2/J DEFGRID3
* xyz 0 1
K -0.64 -0.22 1.07
C -1.08 3.12 0.69
C -1.66 3.00 2.06
C -2.49 3.98 2.60
C -3.00 3.81 3.86
C -2.66 2.67 4.58
C -1.83 1.73 3.98
N -1.35 1.89 2.74
Sb -1.25 0.06 5.22
C 0.79 -0.20 4.56
C 1.77 0.02 5.52
C 3.10 -0.19 5.19
C 3.40 -0.63 3.91
C 2.36 -0.84 3.00
C 2.63 -1.30 1.61
N 1.08 -0.62 3.33
C -2.16 -1.62 4.20
C -2.98 -2.41 4.99
C -3.55 -3.55 4.44
C -3.27 -3.85 3.12
C -2.44 -3.01 2.38
C -2.11 -3.29 0.95
N -1.90 -1.91 2.92
H -1.39 4.06 0.21
H -1.46 2.31 0.06
H 0.01 3.09 0.71
H -2.72 4.86 2.01
H -3.65 4.55 4.30
H -3.03 2.51 5.58
H 1.50 0.34 6.52
H 3.88 -0.03 5.91
H 4.42 -0.83 3.61
H 3.62 -1.75 1.51
H 2.58 -0.48 0.89
H 1.88 -2.04 1.30
H -3.16 -2.15 6.03
H -4.19 -4.19 5.03
H -3.68 -4.74 2.65
H -2.59 -4.20 0.60
H -1.04 -3.39 0.82
H -2.45 -2.48 0.30
C -5.81 -1.32 2.39
C -5.33 -0.41 1.29
C -6.11 -0.11 0.18
C -5.61 0.70 -0.81
C -4.32 1.20 -0.64
Br -3.58 2.29 -2.01
N -3.56 0.95 0.40
C -4.07 0.16 1.35
H -6.88 -1.20 2.56
H -5.28 -1.13 3.32
H -5.64 -2.37 2.12
H -7.11 -0.52 0.08
H -6.17 0.95 -1.69
H -3.44 -0.01 2.22
O -3.17 -1.23 -1.91
C -2.04 -0.91 -1.64
N -0.93 -0.61 -1.34
C 5.14 0.11 -4.16
C 4.56 -0.36 -2.83
C 4.83 -1.86 -2.67
C 5.31 0.36 -1.70
Sb 2.39 -0.13 -2.37
C 2.07 2.06 -2.48
C 0.58 2.36 -2.59
C 2.82 2.78 -3.59
C 2.55 2.59 -1.12
C 1.42 -0.99 -4.16
C 0.97 -2.38 -3.70
C 0.20 -0.19 -4.59
C 2.33 -1.15 -5.38
H 6.23 0.02 -4.12
H 4.90 1.15 -4.37
H 4.80 -0.49 -5.00
H 5.91 -2.05 -2.76
H 4.33 -2.45 -3.45
H 4.50 -2.24 -1.70
H 6.36 0.07 -1.72
H 4.91 0.12 -0.71
H 5.28 1.45 -1.83
H 0.21 2.22 -3.60
H 0.41 3.41 -2.31
H -0.03 1.72 -1.93
H 2.58 2.37 -4.58
H 3.90 2.73 -3.46
H 2.54 3.84 -3.60
H 1.99 2.14 -0.30
H 2.38 3.68 -1.08
H 3.61 2.42 -0.94
H 0.26 -2.30 -2.88
H 1.81 -3.00 -3.38
H 0.47 -2.90 -4.53
H -0.46 0.03 -3.76
H -0.37 -0.78 -5.32
H 0.49 0.74 -5.08
H 3.16 -1.83 -5.20
H 2.73 -0.19 -5.72
H 1.74 -1.57 -6.20
*
```

Atom charges from the Mulliken analysis, given in e for atoms 1 to 2: atom 1 (K): 1.2394, atom 2 (C): -0.5708

***

4.
C37H51BrMgN2P2S as an isolated structure at a distorted geometry, computed with the ωB97M-V functional and the def2-TZVPD basis.

## Properties
HOMO: -13.559 eV
Energy: -147061.3877 eV
LUMO energy: -7.09 eV
Frontier orbital gap: 6.47 eV
Maximum force: 4.2 eV/Å
ΔE to the lowest compared entry with this formula, charge and spin: 0.0 kcal per mole

```
! wB97M-V def2-TZVPD RIJCOSX def2/J DEFGRID3
* xyz 2 1
N -5.73 2.52 -2.49
C -5.20 2.82 -1.30
C -3.86 2.51 -0.98
C -3.05 1.98 -2.02
C -3.65 1.63 -3.25
C -5.00 1.95 -3.45
C -1.61 1.86 -1.90
Mg -0.36 0.48 -1.14
P 1.83 0.00 -0.78
C -0.83 1.33 -2.98
C 0.35 2.03 -3.48
C 0.86 1.70 -4.75
C 2.14 2.09 -5.09
C 2.88 2.87 -4.17
C 2.27 3.49 -3.07
C 1.01 3.01 -2.70
Br 4.61 3.28 -4.64
H -1.10 2.49 -1.13
H -1.24 0.52 -3.60
H -3.42 2.67 0.01
H -3.06 1.21 -4.07
H -5.82 3.31 -0.53
H -5.49 1.74 -4.41
H 0.22 1.14 -5.42
H 0.50 3.42 -1.83
H 2.59 1.75 -6.01
H 2.76 4.27 -2.49
P -0.90 -2.14 -1.48
C 2.78 1.44 -0.24
C 4.16 1.42 -0.88
H 2.84 1.45 0.86
H 2.19 2.31 -0.57
H 4.77 2.21 -0.42
H 4.64 0.43 -0.76
H 4.09 1.65 -1.96
C 2.32 -0.31 -2.53
C 3.69 -0.84 -2.94
H 2.22 0.69 -2.98
H 1.53 -0.93 -2.98
H 3.64 -1.30 -3.94
H 4.41 -0.02 -3.00
H 4.04 -1.57 -2.21
C 1.80 -1.10 0.72
C 3.06 -1.22 1.60
H 1.41 -2.09 0.41
H 1.02 -0.59 1.32
H 2.81 -1.66 2.58
H 3.81 -1.88 1.15
H 3.51 -0.23 1.78
C -1.12 -3.34 -0.11
C -1.91 -4.62 -0.39
H -1.59 -2.73 0.68
H -0.10 -3.57 0.21
H -2.98 -4.44 -0.58
H -1.51 -5.18 -1.25
H -1.85 -5.30 0.48
C 0.05 -3.15 -2.71
C -0.28 -2.84 -4.17
H -0.13 -4.21 -2.49
H 1.11 -2.97 -2.46
H -1.33 -3.07 -4.38
H -0.09 -1.80 -4.48
H 0.35 -3.49 -4.80
C -2.61 -2.10 -2.19
C -3.73 -1.56 -1.30
H -2.81 -3.15 -2.46
H -2.50 -1.55 -3.14
H -4.67 -1.76 -1.83
H -3.78 -2.07 -0.31
H -3.69 -0.47 -1.12
N -1.33 0.50 0.76
S -1.76 1.02 2.22
C -1.43 -0.37 3.30
C -2.50 -1.23 3.55
C -2.31 -2.31 4.40
C -1.08 -2.51 5.04
C 0.02 -1.71 4.68
C -0.15 -0.63 3.79
C -0.53 2.14 2.86
C 0.24 2.81 1.92
C 1.14 3.80 2.31
C 1.24 4.15 3.66
C 0.48 3.47 4.63
C -0.41 2.45 4.23
H -2.00 -0.22 0.48
H -3.45 -1.03 3.05
H -3.15 -2.98 4.58
H -0.96 -3.29 5.79
H 1.01 -1.90 5.09
H 0.69 -0.02 3.48
H 0.12 2.51 0.88
H 1.72 4.28 1.54
H 1.90 4.96 3.96
H 0.57 3.74 5.68
H -1.02 1.91 4.97
*
```

Atom charges from the Mulliken analysis, given in e for atoms 1 to 2: atom 1 (N): -0.5422, atom 2 (C): -0.5815